(1)
21
Properties=species:S:1:pos:R:3:forces:R:3 method="wB97M-V/def2-TZVPD" total_charge=+1 e_homo_ev=-14.4 lumo_energy_ev=-3.137
C -1.815991 0.372975 -1.273357 -1.11 0.41 -1.26
C -2.086885 -0.603548 -0.426338 1.74 0.25 -0.05
N -0.441030 0.991623 -1.293062 -1.16 -0.39 0.78
H -2.587057 0.736069 -2.005037 1.27 -0.01 0.74
H -3.048828 -1.087917 -0.379384 0.02 0.02 0.02
H -1.206571 -0.926958 0.158735 -1.11 -0.14 -0.01
H 0.202717 0.594196 -1.964395 -0.08 -0.51 -0.47
H -0.434789 2.014253 -1.405630 -0.17 -0.35 0.57
H -0.060395 0.674246 -0.374045 0.17 0.69 -0.37
H 0.948364 0.455994 2.004063 -0.07 -0.05 0.31
H 0.178219 -0.889218 1.987137 0.20 0.69 -0.29
O 0.406704 -0.109635 1.446255 -0.29 0.15 1.01
H -0.974896 3.739816 0.629103 0.24 -0.10 -0.11
H 0.315940 3.184326 1.206729 0.13 0.08 0.05
O -0.197835 3.208901 0.395329 -0.41 0.16 0.08
H 1.026227 -1.928555 -0.911567 1.49 0.28 0.23
H 2.033408 -0.600760 -0.608055 0.42 -1.35 -0.11
O 1.165579 -0.993660 -0.708832 -1.41 0.67 -1.33
H 1.101960 -2.923447 1.616643 0.00 -0.31 0.01
H 2.496765 -2.355230 1.540513 0.19 -0.07 -0.05
O 1.889313 -2.929750 1.064441 -0.06 -0.12 0.25

(2)
40
Properties=species:S:1:pos:R:3:forces:R:3 method="wB97M-V/def2-TZVPD" total_charge=0 e_homo_ev=-10.9 lumo_energy_ev=-0.186
Ne 0.079892 -0.129508 -0.187614 -0.09 -0.01 -0.16
O 0.664132 2.004142 -3.098834 -0.66 0.36 -0.08
H 1.287172 1.635132 -2.472824 0.50 -0.52 0.32
H 1.209662 2.346262 -3.807054 -0.01 0.15 -0.16
O -0.828978 -3.361268 -0.623164 -0.21 0.05 -0.09
H -0.990358 -4.164478 -1.118184 -0.13 -0.20 -0.21
H 0.087132 -3.425648 -0.353304 0.16 0.25 0.03
O -1.391518 3.116592 -1.094894 -0.06 0.14 0.69
H -2.279798 2.782422 -1.219464 -0.21 -0.05 0.01
H -0.863198 2.637722 -1.733484 0.50 -0.18 -0.63
O -0.004628 2.596192 1.682046 0.39 -0.32 0.38
H -0.595228 2.639762 0.930026 -0.42 0.16 -0.84
H -0.582708 2.467632 2.434066 -0.29 0.16 0.30
O 2.641732 3.406172 0.963676 0.53 -0.04 0.00
H 2.494632 3.938382 0.181786 0.02 0.11 -0.18
H 1.763432 3.168682 1.261046 -0.46 -0.05 0.19
O -2.963308 -1.410648 -0.263324 -0.41 0.44 -0.02
H -3.663098 -2.052538 -0.142954 -0.22 -0.20 0.16
H -2.202758 -1.930628 -0.522974 0.76 -0.44 0.06
O 2.592422 -2.417098 -1.084634 -0.34 0.01 -0.41
H 2.684102 -2.066098 -0.198834 0.46 0.08 0.81
H 2.409482 -3.347838 -0.956224 0.14 -0.25 -0.10
O 2.543952 0.432992 -1.726274 0.11 0.49 0.19
H 3.166632 -0.006428 -2.305424 0.11 -0.20 -0.16
H 2.234732 -0.256608 -1.138854 -0.18 -0.23 -0.08
O 0.647142 -0.098808 2.342706 0.33 -0.96 0.29
H 0.558262 0.804142 2.037736 -0.18 0.78 -0.50
H 0.930702 -0.017748 3.253336 0.06 0.00 0.39
O -3.391248 0.646862 1.770806 0.08 0.46 0.37
H -4.263968 0.899922 1.469886 -0.20 0.09 0.00
H -3.105398 -0.018908 1.145286 0.21 -0.49 -0.36
O 3.320602 -1.223758 1.653306 0.19 -0.63 -0.43
H 2.408262 -0.987998 1.821476 -0.62 0.41 0.29
H 3.697492 -0.446068 1.241746 0.22 0.37 -0.04
O -3.421798 -0.007228 -2.655064 -0.08 0.27 -0.66
H -3.298178 -0.561058 -1.884204 0.11 -0.26 0.55
H -3.699298 0.837852 -2.301414 -0.10 0.15 -0.01
O -0.247298 -2.975678 2.437996 -0.10 -0.34 0.13
H -0.024068 -2.046318 2.386226 -0.03 0.59 -0.06
H 0.395252 -3.408508 1.875846 0.12 -0.16 0.04

(3)
78
Properties=species:S:1:pos:R:3:forces:R:3 method="wB97M-V/def2-TZVPD" total_charge=0 multiplicity=2 e_homo_ev="-7.2 / -7.3" lumo_energy_ev="-0.108 / -1.512"
Ru 0.534423 -1.281986 0.022559 -0.16 0.37 -0.07
C -0.509927 -0.886579 -1.788074 0.11 -0.26 -0.12
C 0.891020 -0.799437 -2.045220 0.03 -0.08 -0.09
C 1.458556 -2.108049 -1.675576 -0.09 -0.12 0.23
C 0.349550 -2.948319 -1.279252 -0.03 0.14 -0.37
C -0.850874 -2.197810 -1.315790 0.19 0.08 0.04
C -2.249995 -2.668198 -0.996873 -0.01 0.05 0.08
C -2.937181 -1.666703 -0.061355 -0.03 0.00 -0.05
C -3.029556 -2.753681 -2.315441 0.01 -0.03 0.00
C -2.217531 -4.041482 -0.328505 0.01 0.01 0.02
C 2.894535 -2.663508 -1.637339 0.03 0.01 -0.06
C 3.739515 -2.021219 -0.527618 0.01 0.00 -0.02
C 3.613431 -2.511967 -2.983552 -0.04 -0.01 -0.05
C 2.856012 -4.168906 -1.329940 -0.01 0.02 0.02
C 1.467113 0.419346 -2.769758 -0.07 0.01 -0.06
C 0.507887 1.613589 -2.657332 0.03 0.06 0.07
C 1.550891 0.079410 -4.269427 -0.09 0.04 0.03
C 2.826070 0.902329 -2.266032 0.04 -0.04 0.01
H -1.225024 -0.092932 -1.926402 0.02 0.03 0.00
H 0.416655 -3.977356 -0.978374 0.03 0.01 0.10
H -2.979080 -0.670547 -0.509179 0.00 0.00 0.01
H -2.409854 -1.601463 0.892466 0.00 0.00 0.01
H -3.964654 -1.981466 0.135569 0.01 -0.01 0.00
H -3.137013 -1.768812 -2.774142 0.01 0.00 -0.01
H -4.028479 -3.156747 -2.136546 0.00 0.01 0.00
H -2.519650 -3.406201 -3.026908 -0.01 -0.01 0.00
H -1.629211 -4.014732 0.591386 0.02 0.00 -0.01
H -1.786799 -4.794474 -0.991413 -0.01 -0.01 0.00
H -3.232569 -4.356166 -0.079192 0.00 0.00 0.00
H 3.804105 -0.941022 -0.620651 -0.01 0.09 -0.02
H 4.754529 -2.424977 -0.566227 0.01 0.01 -0.01
H 3.326436 -2.251139 0.456062 0.01 0.00 -0.02
H 3.821758 -1.475849 -3.238633 -0.03 -0.06 -0.04
H 3.029630 -2.957457 -3.792087 -0.01 0.02 0.00
H 4.571987 -3.032471 -2.936035 0.00 -0.01 -0.01
H 2.463203 -4.366019 -0.330284 -0.02 0.00 -0.02
H 3.871921 -4.564832 -1.370626 0.00 0.01 0.02
H 2.254214 -4.713643 -2.058513 0.02 -0.02 -0.02
H -0.456903 1.408591 -3.121245 0.01 0.02 -0.01
H 0.944290 2.465840 -3.180860 0.00 0.00 0.00
H 0.343319 1.917065 -1.621973 -0.01 -0.04 0.01
H 0.564708 -0.205378 -4.641836 0.01 -0.01 -0.01
H 2.234850 -0.735859 -4.479562 0.08 -0.10 0.02
H 1.882529 0.957311 -4.828825 0.01 -0.01 0.01
H 2.765078 1.226080 -1.226592 0.00 -0.02 0.05
H 3.141456 1.759926 -2.864245 -0.01 0.01 0.01
H 3.603178 0.148368 -2.348882 -0.01 0.05 0.03
Se 1.283470 0.520841 4.274987 -0.11 -0.34 0.49
Se -0.417879 -0.681455 4.990261 -0.01 -0.02 0.18
Se -0.838507 -2.388651 3.369520 0.02 0.06 -0.17
Se 1.041813 -2.635020 2.071937 0.09 -0.06 0.19
C -3.776786 5.149568 3.233433 0.00 0.01 -0.01
C -3.566434 4.095953 2.154797 -0.01 0.00 0.00
N -2.329575 3.333956 2.302482 -0.01 -0.06 -0.06
C -2.240208 2.362089 3.395349 0.00 0.01 0.01
C -1.562473 2.903197 4.646967 0.00 0.05 -0.03
C -1.292682 3.635201 1.483712 0.01 0.03 0.03
O -1.300030 4.556075 0.681486 0.01 0.03 0.02
C -0.084905 2.738338 1.543566 -0.04 0.00 0.03
C 1.134302 3.178418 2.037695 0.07 0.02 -0.08
C 2.214295 2.314508 1.999700 0.05 0.23 -0.21
C 2.047552 1.050968 1.460853 0.09 -0.06 -0.40
N 0.895460 0.648905 0.918391 -0.22 -0.16 0.16
C -0.152984 1.477666 0.980905 0.04 -0.02 0.09
H -4.648923 5.757164 2.989700 -0.01 -0.01 0.01
H -2.910403 5.808665 3.297018 0.00 0.00 -0.01
H -3.947381 4.701434 4.212540 0.01 0.00 0.00
H -3.527989 4.569982 1.177405 0.00 0.00 0.00
H -4.395023 3.382990 2.154468 0.00 0.00 0.01
H -1.713800 1.468936 3.058439 -0.01 0.01 -0.01
H -3.261818 2.050187 3.618908 -0.01 0.01 0.01
H -0.525203 3.168120 4.436338 0.00 -0.01 0.01
H -1.550201 2.137455 5.422720 -0.01 0.03 0.01
H -2.071169 3.786037 5.031649 -0.01 -0.01 0.00
H 1.229649 4.175448 2.448478 -0.01 0.00 0.00
H 3.176631 2.599970 2.400545 0.01 0.01 0.00
H 2.855152 0.330710 1.444644 0.00 0.01 0.02
H -1.082501 1.111876 0.559383 0.01 0.00 -0.02

(4)
10
Properties=species:S:1:pos:R:3:forces:R:3 method="wB97M-V/def2-TZVPD" total_charge=0 e_homo_ev="-9.1 / -9.0" lumo_energy_ev="-1.545 / -2.954"
C 1.630351 -1.249263 -0.023715 -1.28 0.74 0.09
C 2.556337 -2.102025 -0.090154 1.51 -0.52 -0.09
C 0.224973 -1.175287 0.012042 -1.17 0.78 -0.07
C 0.275876 1.237310 -0.050997 -1.01 0.89 -0.04
C -0.448214 -0.004600 -0.025981 -0.12 -1.31 0.03
N 1.529887 1.207537 -0.031619 1.49 -1.33 0.18
O 2.575722 1.785134 -0.026271 -0.25 0.58 -0.09
Br -2.350150 0.061282 -0.026624 0.59 0.07 0.03
H -0.332391 -2.101130 0.077062 0.07 -0.06 0.00
H -0.266087 2.177421 -0.057790 0.17 0.16 -0.05

(5)
11
Properties=species:S:1:pos:R:3:forces:R:3 method="wB97M-V/def2-TZVPD" total_charge=0 e_homo_ev=-8.6 lumo_energy_ev=-1.079
C 0.059896 0.169054 0.039179 -0.78 1.36 -0.24
C -1.038877 0.612692 -0.603168 6.21 1.72 -1.83
C 1.173357 0.736725 -0.770588 -1.01 0.15 -0.45
C -0.157150 -0.808681 1.127267 -2.40 0.56 1.10
O 0.325063 1.307616 -1.805001 -2.08 -1.24 2.29
S -2.605770 0.165622 -0.462779 -1.18 -1.07 0.44
S -1.789414 -1.522842 0.628804 -0.67 -0.48 0.01
H 1.795929 1.433455 -0.261531 0.07 1.32 0.70
H 1.943609 0.097346 -1.168651 -0.19 -1.08 -0.56
H 0.557254 -1.536141 1.039675 1.60 -2.33 -0.37
H -0.263899 -0.654846 2.236794 0.44 1.08 -1.09

(6)
22
Properties=species:S:1:pos:R:3:forces:R:3 method="wB97M-V/def2-TZVPD" total_charge=+1 multiplicity=2 e_homo_ev="-15.5 / -15.9" lumo_energy_ev="-2.739 / -7.159"
C -2.615265 -0.925947 -0.844406 0.82 -0.50 -0.26
C -1.859240 -0.290864 0.340711 -1.32 0.52 0.17
N -0.454409 -0.209113 0.108808 -0.05 -0.48 1.29
C 0.890986 1.435090 1.425484 -0.72 -1.36 0.30
C 0.267957 1.010780 0.060651 0.34 1.45 -0.24
C 1.268957 1.174374 -1.103121 -1.57 0.18 -0.79
H -3.645798 -1.062477 -0.574122 -0.45 0.09 0.15
H -2.539608 -0.312695 -1.739875 -0.05 0.13 0.08
H -2.209835 -1.911969 -1.089617 -0.03 0.08 0.09
H -2.092235 -0.832240 1.270021 0.53 -0.40 -0.28
H -2.295413 0.690115 0.531319 0.41 0.28 -0.27
H 0.052482 -1.069434 0.327039 0.65 -0.10 -0.47
H 1.397164 2.377616 1.278171 0.01 0.19 0.08
H 1.561144 0.669033 1.782972 0.65 -0.14 -0.12
H 0.123862 1.463749 2.206149 -0.02 0.51 -0.25
H -0.478609 1.776536 -0.138328 -0.27 -0.04 -0.08
H 1.312299 2.257635 -1.221841 0.53 -0.07 0.01
H 0.757696 0.834867 -2.010257 0.18 -0.05 -0.01
H 2.248267 0.739804 -1.101783 0.47 -0.19 0.62
H 2.359353 -1.226689 -0.536893 0.15 -0.30 0.04
H 1.974455 -2.702830 -0.270707 0.21 0.47 0.23
O 2.008626 -1.819314 0.140199 -0.49 -0.25 -0.28